Computed, not measured: a cluster of 2 separate species, C5H12NSi in total in a non-equilibrium geometry, with ωB97M-V/def2-TZVPD.

```
! RIJCOSX wB97M-V def2-TZVPD def2/J DEFGRID3
* xyz 1 1
C -3.576 0.658 -0.154
C -1.853 -1.008 0.034
C 1.506 -1.664 0.835
C 1.559 0.299 -1.778
C 0.914 1.466 1.109
N -2.849 -0.345 -0.118
Si 1.351 0.016 0.051
H -3.897 1.108 -1.007
H -3.721 1.087 0.889
H -1.670 -2.010 0.128
H 0.804 -1.759 1.612
H 1.371 -2.414 0.167
H 2.603 -1.881 0.953
H 0.976 -0.407 -2.404
H 1.422 1.410 -2.071
H 2.565 0.000 -2.306
H 1.273 2.496 0.794
H -0.078 1.710 1.069
H 1.298 1.237 2.197
*
```

Values from the calculation:
Total energy = -541.5559 a.u.
Relative energy (zero: lowest compared OMol25 entry of this formula, charge and spin) = 323.3 kJ/mol
HOMO-LUMO gap = 0.2634 Ha
Largest force on an atom = 4.6 eV Å⁻¹

Computed, not measured: an isolated molecule of C5H6O2, with ωB97M-V/def2-TZVPD.

```
! RIJCOSX wB97M-V def2-TZVPD def2/J DEFGRID3
* xyz 0 1
O 1.962 -0.290 0.024
C 1.046 0.594 -0.595
C -0.038 -0.136 -1.359
C -1.187 -0.653 -0.938
O -1.759 -0.652 0.327
C -1.143 -0.137 1.357
C -0.659 0.302 2.367
H 1.486 -0.724 0.746
H 0.614 1.292 0.130
H 1.635 1.182 -1.304
H 0.158 -0.328 -2.411
H -1.863 -1.186 -1.596
H -0.250 0.736 3.251
*
```

Values from the calculation:
Total energy = -344.4664 a.u.
Relative energy (zero: lowest compared OMol25 entry of this formula, charge and spin) = 355.9 kJ/mol
SMILES = C#CO/C=C\CO
HOMO-LUMO gap = 0.3746 Ha
Largest force on an atom = 0.5 eV Å⁻¹

Computed, not measured: a structure of composition C4H8AgLiO3 in a non-equilibrium geometry, with ωB97M-V/def2-TZVPD.

```
! RIJCOSX wB97M-V def2-TZVPD def2/J DEFGRID3
* xyz 2 3
C 1.453 0.612 1.035
C 1.137 -0.037 -0.323
C -0.321 -0.353 -0.482
C -0.895 -1.425 0.325
O -2.104 -1.684 0.316
O 2.783 0.950 1.164
Ag 4.492 0.738 0.525
Li -3.594 -0.705 -0.320
H 1.155 -0.094 1.836
H 0.805 1.502 1.150
H 1.743 -0.948 -0.446
H 1.437 0.667 -1.116
H -0.623 -0.540 -1.525
H -0.224 -1.952 1.029
O -2.789 1.005 -0.796
H -2.986 1.472 -1.623
H -1.467 0.791 -0.751
*
```

Values from the calculation:
Expectation value of S² = 2.020
Total energy = -536.6381 a.u.
Relative energy (zero: lowest compared OMol25 entry of this formula, charge and spin) = 218.1 kJ/mol
HOMO-LUMO gap (spin up / spin down) = 0.3504 / 0.2675 Ha
Largest force on an atom = 4.6 eV Å⁻¹

Computed, not measured: a structure of composition C3H7F3N2O7PS4 in a non-equilibrium geometry, with ωB97M-V/def2-TZVPD.

```
! RIJCOSX wB97M-V def2-TZVPD def2/J DEFGRID3
* xyz -1 1
O -0.123 -1.395 -0.554
S 0.907 -1.736 0.329
O 0.521 -2.663 1.327
F 2.014 -2.499 -0.520
N 1.697 -0.422 0.925
C 1.051 0.859 0.705
C 1.974 1.776 -0.198
C 3.368 1.177 -0.517
O 2.209 1.309 -1.486
P 2.605 -0.647 2.376
S 2.208 0.507 3.869
H 0.886 1.491 1.582
H 0.129 0.845 0.112
H 1.931 2.855 -0.029
H 3.446 0.104 -0.674
H 4.127 1.818 -0.962
H 3.982 -0.599 2.047
H 2.370 -1.988 2.752
N -3.343 -0.607 -0.735
S -4.264 -1.074 -1.937
O -3.977 -0.502 -3.214
O -5.637 -1.325 -1.629
F -3.687 -2.552 -2.100
S -3.589 0.891 -0.328
O -2.552 1.409 0.516
O -4.921 1.270 0.022
F -3.332 1.698 -1.681
*
```

Values from the calculation:
Total energy = -2988.4127 a.u.
HOMO-LUMO gap = 0.3187 Ha
Largest force on an atom = 4.0 eV Å⁻¹

Computed, not measured: the ion CH9N4 with charge +1 in a non-equilibrium geometry, with ωB97M-V/def2-TZVPD.

```
! RIJCOSX wB97M-V def2-TZVPD def2/J DEFGRID3
* xyz 1 1
C -1.078 0.802 -0.029
N -1.252 -0.773 -0.169
N 1.306 -0.806 0.143
N 0.261 1.208 0.254
N 1.141 0.397 -0.570
H -1.539 1.161 -0.908
H -1.594 1.243 0.805
H -2.247 -0.920 -0.168
H -0.512 -1.321 0.366
H 1.801 -0.716 1.151
H 1.937 -1.382 -0.454
H 0.578 0.972 1.198
H 2.172 1.061 -0.480
H -0.974 -0.927 -1.139
*
```

Values from the calculation:
Total energy = -262.1620 a.u.
Relative energy (zero: lowest compared OMol25 entry of this formula, charge and spin) = 478.7 kJ/mol
SMILES = NNNC[NH3+]
HOMO-LUMO gap = 0.4090 Ha
Largest force on an atom = 5.8 eV Å⁻¹

Computed, not measured: an isolated molecule of C6H15N3 in a non-equilibrium geometry, with ωB97M-V/def2-TZVPD.

```
! RIJCOSX wB97M-V def2-TZVPD def2/J DEFGRID3
* xyz 0 1
C -0.501 -0.913 0.201
C 0.861 1.406 -0.196
C -0.023 -1.215 1.626
C -1.908 -0.314 0.226
C 0.057 2.509 0.376
C 0.543 -0.028 -0.559
N -0.600 -2.197 -0.529
N 1.776 -0.758 -0.944
N 0.121 0.881 -1.589
H 1.908 1.579 0.043
H 0.353 -2.549 -0.647
H -0.924 -1.993 -1.472
H 2.621 -0.489 -0.451
H 1.956 -0.705 -1.941
H 0.678 0.739 -2.428
H 0.052 -0.296 2.214
H -0.717 -1.892 2.133
H 0.959 -1.701 1.635
H -2.621 -1.027 0.656
H -1.961 0.582 0.847
H -2.263 -0.072 -0.781
H -0.933 2.570 -0.075
H 0.564 3.464 0.191
H 0.001 2.417 1.466
*
```

Values from the calculation:
Total energy = -401.8186 a.u.
Relative energy (zero: lowest compared OMol25 entry of this formula, charge and spin) = 180.3 kJ/mol
SMILES = C[C@@H]1N[C@]1(N)C(C)(C)N
HOMO-LUMO gap = 0.3554 Ha
Largest force on an atom = 2.5 eV Å⁻¹

Computed, not measured: a cluster of 2 separate species, C14H21F3N4O3 in total in a non-equilibrium geometry, with ωB97M-V/def2-TZVPD.

```
! RIJCOSX wB97M-V def2-TZVPD def2/J DEFGRID3
* xyz 0 1
O 1.499 -1.209 -0.837
O 0.783 1.697 -1.824
O 1.634 -0.300 2.708
F -2.339 -2.925 -5.391
F -1.813 -4.888 -4.528
F -0.453 -3.925 -5.979
C 0.915 -1.783 -1.746
C 0.645 2.096 -0.674
C 1.264 0.866 2.769
C 0.315 -3.839 -2.943
C 1.040 -3.251 -1.932
C -0.628 -1.649 -3.607
C -0.553 -3.023 -3.819
N 1.868 -4.044 -1.125
N 0.077 -1.048 -2.553
N 1.694 1.624 3.783
N 0.793 1.271 0.365
C 0.270 3.544 -0.435
C -1.310 -3.697 -4.950
C 1.348 3.014 4.079
C -1.698 0.880 3.268
C -2.130 1.156 0.854
C -1.082 0.687 1.875
C 0.270 1.427 1.736
H 0.395 -4.910 -3.106
H -1.237 -1.029 -4.264
H 1.688 -5.044 -1.070
H 2.273 -3.579 -0.307
H 0.198 -0.032 -2.501
H 2.334 1.156 4.407
H 1.152 0.348 0.127
H -0.740 3.603 -0.039
H 0.316 4.078 -1.383
H 0.976 3.989 0.262
H 0.271 3.112 4.218
H 1.673 3.663 3.264
H 1.848 3.328 4.997
H -2.657 0.363 3.322
H -1.049 0.452 4.032
H -1.853 1.939 3.471
H -3.062 0.613 1.008
H -2.321 2.222 0.969
H -1.792 0.945 -0.160
H -0.922 -0.380 1.718
H 0.096 2.479 1.941
*
```

Values from the calculation:
Total energy = -1290.4967 a.u.
SMILES = CNC(=O)[C@@H](NC(C)=O)C(C)C.Nc1cc(C(F)(F)F)c[nH]c1=O
HOMO-LUMO gap = 0.3094 Ha
Largest force on an atom = 2.7 eV Å⁻¹

Computed, not measured: an isolated molecule of C16H16N4O4 in a non-equilibrium geometry, with ωB97M-V/def2-TZVPD.

```
! RIJCOSX wB97M-V def2-TZVPD def2/J DEFGRID3
* xyz 0 1
O -2.816 3.464 -1.013
O -4.058 -2.493 -2.190
O -3.445 -1.966 3.202
O -1.052 -0.147 4.132
C -2.598 2.506 -1.831
C -3.158 -1.655 -2.259
C -3.226 -1.835 1.972
C -1.387 0.311 3.071
N -2.577 1.459 -2.424
N -2.354 -0.822 -2.467
N -2.761 -1.485 0.933
N -1.656 0.412 1.880
C -2.328 0.296 -1.594
C -1.456 -0.881 1.162
C 3.684 0.240 0.008
C 3.031 -0.360 1.305
C 1.853 1.555 0.530
C 0.277 0.367 -1.847
C -0.900 0.324 -0.901
C 2.513 0.984 -0.627
C 1.525 0.094 1.135
C -0.586 -0.872 -0.020
C 1.496 -0.138 -1.093
C 0.929 -0.816 0.116
H -3.054 0.180 -0.765
H -0.943 -1.568 1.866
H 4.457 0.906 0.399
H 4.286 -0.449 -0.588
H 3.520 0.005 2.188
H 3.315 -1.390 1.263
H 1.001 2.201 0.334
H 2.605 2.085 1.218
H 0.130 -0.393 -2.716
H 0.363 1.323 -2.349
H -0.836 1.258 -0.362
H 2.678 1.743 -1.421
H 0.973 0.068 2.011
H -0.827 -1.820 -0.617
H 1.973 -0.870 -1.801
H 1.407 -1.821 0.160
*
```

Values from the calculation:
Total energy = -1139.1653 a.u.
Relative energy (zero: lowest compared OMol25 entry of this formula, charge and spin) = 502.7 kJ/mol
SMILES = O=C=NC(N=C=O)[C@@H]1[C@@H]2[C@H]3CC[C@H](C3)[C@@H]2C[C@H]1C(N=C=O)N=C=O
HOMO-LUMO gap = 0.3788 Ha
Largest force on an atom = 9.1 eV Å⁻¹